The following is a DFT calculation (ωB97M-V with the def2-TZVPD basis set) of C2H6N2O in the gas phase at a distorted geometry.

Geometry as ORCA input:
```
! RIJCOSX wB97M-V def2-TZVPD def2/J DEFGRID3
* xyz 0 1
C -1.46 -0.58 -0.14
N -0.59 0.44 0.41
N 0.71 0.79 -0.11
C 1.99 0.18 0.01
O 2.25 -0.99 0.13
H -2.13 -0.29 -1.15
H -2.41 -0.57 0.53
H -1.07 -1.54 -0.47
H -0.60 -0.22 1.34
H 0.63 1.72 -0.04
H 2.67 1.08 -0.51
*
```

As for the SMILES: CNNC=O. The calculation puts the HOMO energy at -9.788 eV. As for the energy relative to the best compared isomer or geometry (same formula, charge and spin): 406.0 kJ/mol. The LUMO energy is 0.837 eV.

These are the natural (NBO) partial charges, in e, on atoms 1 to 5: atom 1 (C): -0.451, atom 2 (N): -0.476, atom 3 (N): -0.475, atom 4 (C): 0.531, atom 5 (O): -0.563

The following is a DFT calculation (ωB97M-V with the def2-TZVPD basis set) of 16 unconnected molecules or ions with the total composition C49H79BrClF2N15O4S at a distorted geometry.

Geometry as ORCA input:
```
! RIJCOSX wB97M-V def2-TZVPD def2/J DEFGRID3
* xyz 0 1
C 2.55 3.88 1.25
C 2.99 2.55 1.89
C 3.50 1.50 0.86
F 3.84 2.22 -0.28
C 2.43 0.45 0.63
O 1.23 1.25 0.48
S -0.12 0.44 0.71
O -0.17 -0.31 1.93
O -1.21 1.36 0.58
C -0.04 -0.66 -0.75
O -1.12 -1.57 -0.56
C -0.35 0.24 -1.97
C -1.84 0.34 -2.30
F -2.24 -0.72 -3.07
C 1.28 -1.45 -0.56
C 1.31 -2.76 -1.38
Br 0.41 -2.71 -3.13
C 0.71 -3.97 -0.56
C -0.57 -4.63 -1.09
C 2.66 -0.63 -0.47
C 2.75 0.01 -1.90
C 4.06 0.29 -2.64
C 4.79 -0.90 -3.25
Cl 3.72 -1.93 -4.26
C 3.81 -1.60 -0.10
C 3.36 -2.69 0.94
C 5.12 -1.06 0.52
C 6.06 -0.10 -0.20
H 1.98 3.74 0.34
H 1.98 4.41 2.01
H 3.45 4.46 1.11
H 2.25 2.12 2.56
H 3.83 2.82 2.53
H 4.42 1.14 1.29
H 2.34 -0.08 1.58
H -1.75 -1.17 0.06
H -0.08 1.27 -1.73
H 0.14 0.00 -2.90
H -1.94 1.21 -2.94
H -2.47 0.46 -1.43
H 1.14 -1.79 0.47
H 2.31 -3.09 -1.63
H 1.45 -4.76 -0.52
H 0.51 -3.69 0.47
H -0.90 -5.32 -0.30
H -1.40 -3.95 -1.22
H -0.42 -5.26 -1.95
H 2.13 -0.54 -2.60
H 2.25 0.97 -1.82
H 3.73 0.83 -3.53
H 4.75 0.99 -2.19
H 5.51 -0.49 -3.95
H 5.36 -1.50 -2.55
H 4.06 -2.18 -0.98
H 4.18 -3.02 1.55
H 3.00 -3.56 0.40
H 2.62 -2.30 1.64
H 5.75 -1.92 0.74
H 4.90 -0.66 1.51
H 6.97 -0.03 0.40
H 5.73 0.93 -0.33
H 6.41 -0.44 -1.17
C 1.59 3.48 -3.47
C 2.22 2.63 -4.48
N 2.70 1.99 -5.29
H 0.79 4.06 -3.93
H 1.18 2.87 -2.67
H 2.33 4.16 -3.05
C -1.67 -2.64 3.80
C -1.34 -4.06 3.65
N -1.09 -5.16 3.51
H -1.13 -2.05 3.06
H -2.73 -2.50 3.67
H -1.38 -2.30 4.79
C 0.44 -0.08 -6.29
C -0.03 -0.20 -7.67
N -0.38 -0.28 -8.75
H -0.40 0.19 -5.65
H 0.85 -1.03 -5.95
H 1.21 0.68 -6.23
C -6.14 -1.48 4.86
C -5.32 -1.34 3.66
N -4.68 -1.24 2.72
H -5.73 -2.27 5.49
H -6.15 -0.54 5.42
H -7.15 -1.73 4.59
C 3.74 7.26 -0.53
C 2.37 6.77 -0.41
N 1.31 6.37 -0.32
H 3.84 7.89 -1.41
H 4.00 7.84 0.36
H 4.43 6.42 -0.62
C -3.45 -7.23 1.92
C -4.77 -7.82 2.16
N -5.80 -8.27 2.35
H -3.48 -6.60 1.03
H -3.16 -6.62 2.77
H -2.71 -8.01 1.78
C 1.76 9.33 -4.64
C 2.11 7.91 -4.65
N 2.36 6.80 -4.69
H 2.24 9.84 -5.47
H 0.69 9.43 -4.72
H 2.09 9.79 -3.71
C -1.53 5.88 -3.08
C -1.20 7.25 -3.47
N -0.95 8.32 -3.78
H -0.89 5.58 -2.25
H -2.57 5.83 -2.77
H -1.37 5.21 -3.92
C -7.37 -9.67 -0.17
C -7.92 -9.79 -1.52
N -8.36 -9.88 -2.57
H -8.15 -9.38 0.53
H -6.95 -10.62 0.14
H -6.59 -8.91 -0.15
C -10.77 -2.90 4.95
C -9.74 -1.97 5.41
N -8.93 -1.25 5.77
H -10.62 -3.13 3.89
H -10.72 -3.82 5.52
H -11.75 -2.45 5.07
C 8.99 2.87 0.24
C 8.24 2.36 1.39
N 7.66 1.97 2.28
H 9.30 2.04 -0.39
H 8.37 3.55 -0.33
H 9.88 3.40 0.59
C -6.57 3.03 5.31
C -5.99 2.51 6.54
N -5.53 2.10 7.51
H -7.66 2.99 5.37
H -6.26 4.05 5.15
H -6.24 2.42 4.46
C 0.40 4.08 -7.84
C -0.31 3.61 -6.65
N -0.86 3.24 -5.73
H 0.66 3.23 -8.47
H -0.24 4.76 -8.40
H 1.30 4.61 -7.54
C -5.17 -6.16 5.35
C -4.83 -4.85 5.90
N -4.56 -3.83 6.33
H -5.46 -6.84 6.15
H -6.00 -6.07 4.65
H -4.31 -6.58 4.83
C 3.39 0.98 5.93
C 4.02 0.23 4.84
N 4.50 -0.35 3.98
H 2.62 1.64 5.53
H 2.94 0.29 6.64
H 4.14 1.58 6.44
*
```

The calculation puts the HOMO energy at -9.580 eV. The LUMO energy is 0.113 eV.

These are the Löwdin partial charges, in e, on atoms 1 to 5: atom 1 (C): -0.099, atom 2 (C): -0.161, atom 3 (C): -0.257, atom 4 (F): -0.001, atom 5 (C): -0.191

The following is a DFT calculation (ωB97M-V with the def2-TZVPD basis set) of C2H6N4 in the gas phase at a distorted geometry.

Geometry as ORCA input:
```
! RIJCOSX wB97M-V def2-TZVPD def2/J DEFGRID3
* xyz 0 1
C 0.10 0.67 1.04
N -0.83 -1.12 -0.30
N 0.30 -0.61 -1.06
N -0.65 -0.61 1.04
C 0.53 0.89 -0.38
N 0.58 1.69 -1.31
H -1.64 -0.64 -0.68
H 1.05 -1.31 -1.05
H -0.14 -1.33 1.54
H 0.30 0.26 -1.91
H -0.55 1.50 1.34
H 0.95 0.62 1.72
*
```

The calculation puts the HOMO energy at -8.262 eV. As for the energy relative to the best compared isomer or geometry (same formula, charge and spin): 515.3 kJ/mol. The LUMO energy is 0.780 eV.

These are the natural (NBO) partial charges, in e, on atoms 1 to 5: atom 1 (C): -0.335, atom 2 (N): -0.300, atom 3 (N): -0.610, atom 4 (N): -0.457, atom 5 (C): 0.269

Number 1: orbital gap 10.62 eV. Number 2: orbital gap 9.69 eV. Number 3: orbital gap 9.04 eV.